[1]
{"formula": "C2H4ClIS", "method": "ωB97M-V/def2-TZVPD", "elements": ["C", "C", "S", "Cl", "I", "H", "H", "H", "H"], "coordinates": [[-0.0896, -0.7636, 0.5150], [0.5239, 0.5366, -1.0274], [-1.8231, -0.8017, 0.6674], [-2.1401, 0.7695, 1.9118], [2.5743, 0.9132, -0.7756], [0.2914, -1.6963, 0.1306], [0.4361, -0.3731, 1.3706], [-0.0771, 1.4164, -0.8596], [0.3043, -0.0009, -1.9328]], "mulliken_charge": [-0.705, -0.766, 0.074, -0.150, 0.044, 0.374, 0.407, 0.355, 0.368], "homo_ev": -8.49}

[2]
{"formula": "C2H7NOS", "method": "ωB97M-V/def2-TZVPD", "elements": ["N", "C", "C", "O", "H", "H", "H", "H", "H", "S", "H", "H"], "coordinates": [[-0.2198, -0.0286, 1.2640], [-1.0685, -0.2466, 0.0758], [-0.3299, -0.8002, -1.1220], [0.5744, -1.5818, -1.0576], [-0.8383, 0.2479, 2.0230], [0.0546, -0.9705, 1.5489], [-1.4251, 0.7423, -0.2372], [-2.0009, -0.7968, 0.2341], [-0.8115, -0.4736, -2.0637], [1.9060, 1.8267, -0.1298], [2.9167, 1.2965, -0.8618], [1.2424, 0.7848, 0.3264]], "mulliken_charge": [-0.589, -0.517, 0.031, -0.447, 0.239, 0.209, 0.327, 0.388, 0.303, -0.326, 0.149, 0.233], "homo_ev": -9.16}

[3]
{"formula": "C6H16N2O", "method": "ωB97M-V/def2-TZVPD", "elements": ["C", "C", "C", "C", "C", "C", "N", "N", "O", "H", "H", "H", "H", "H", "H", "H", "H", "H", "H", "H", "H", "H", "H", "H", "H"], "coordinates": [[0.3663, -0.3330, -0.2990], [-0.4211, 0.3813, 0.6494], [2.0662, 0.6425, 0.2995], [-2.0954, -0.5256, -0.1401], [3.2126, -0.1784, -0.2454], [-3.1768, 0.5318, -0.1402], [0.3245, -0.0558, -1.6897], [-0.3229, 0.0856, 1.9965], [0.5960, -1.6502, 0.0055], [0.5918, -2.1379, -0.8274], [-0.5975, 1.4244, 0.4160], [1.1180, 0.4861, -2.0059], [-0.5041, 0.4211, -2.0216], [-0.1279, -0.8828, 2.2066], [-1.0119, 0.5117, 2.5947], [2.0201, 1.6500, -0.1182], [2.0806, 0.6945, 1.3851], [-2.0257, -1.0395, -1.0991], [-2.2394, -1.2860, 0.6267], [4.1895, 0.2360, 0.0313], [3.1673, -1.2007, 0.1357], [3.1859, -0.2331, -1.3369], [-4.1667, 0.1273, -0.3832], [-3.2635, 1.0165, 0.8359], [-2.9660, 1.3142, -0.8762]], "mulliken_charge": [0.512, -0.462, -0.726, -0.659, -1.014, -1.058, -0.644, -0.453, -0.542, 0.429, 0.342, 0.236, 0.224, 0.241, 0.255, 0.388, 0.381, 0.447, 0.295, 0.377, 0.252, 0.271, 0.372, 0.288, 0.250], "homo_ev": -6.93}

[4]
{"formula": "C3H6NO2", "method": "ωB97M-V/def2-TZVPD", "elements": ["C", "C", "N", "H", "H", "H", "H", "H", "O", "C", "O", "H"], "coordinates": [[-1.4516, -0.9100, 1.7859], [-0.6090, -0.5327, 0.8064], [-0.0748, -1.4156, -0.1172], [-1.8225, -1.9283, 1.7678], [-1.7304, -0.2188, 2.5651], [-0.2851, 0.4963, 0.8771], [-0.6915, -2.0025, -0.6339], [0.6876, -0.9629, -0.6073], [2.5326, 2.0469, -0.9401], [1.4946, 1.8613, -1.6002], [0.5530, 1.0543, -1.3961], [1.3972, 2.5121, -2.5076]], "mulliken_charge": [-0.786, 0.019, -0.551, 0.252, 0.261, 0.276, 0.195, 0.330, -0.654, -0.028, -0.623, 0.309], "homo_ev": -4.22, "charge": -1}

[5]
{"formula": "C2H5IN2", "method": "ωB97M-V/def2-TZVPD", "elements": ["C", "C", "N", "N", "I", "H", "H", "H", "H", "H"], "coordinates": [[-0.9441, 1.0073, -0.2121], [0.2176, -0.1804, -0.3741], [0.6738, -1.8218, 1.1913], [0.7940, -0.5841, 0.8006], [1.7121, 0.6196, -1.7213], [-0.5099, 2.0699, -0.0826], [-1.4543, 1.0498, -1.1137], [-1.6298, 0.7075, 0.6535], [-0.1423, -0.8830, -1.1226], [1.2828, -1.9849, 1.9810]], "mulliken_spin": [0.011, 0.041, 0.976, 0.811, 0.127, 0.002, -0.002, 0.003, 0.000, 0.030], "homo_ev": [-7.78, -9.35], "spin_multiplicity": 3}

[6]
{"formula": "C3H4ClP", "method": "ωB97M-V/def2-TZVPD", "elements": ["C", "C", "P", "Cl", "C", "H", "H", "H", "H"], "coordinates": [[-0.4486, -0.4338, -0.5336], [1.1093, 0.3720, -0.0235], [2.7761, 0.7324, -0.6756], [3.8592, -0.7514, 0.2833], [1.7150, 1.2354, 0.7767], [-1.0931, 0.2825, -0.4979], [-0.6745, -1.1064, 0.3950], [-0.2097, -1.1139, -1.4484], [1.8106, 1.7897, 1.6854]], "mulliken_charge": [-0.785, 0.030, 0.054, -0.262, -0.269, 0.359, 0.248, 0.261, 0.365], "homo_ev": -9.27}

[7]
{"formula": "C3H12O3", "method": "ωB97M-V/def2-TZVPD", "elements": ["C", "C", "C", "O", "H", "H", "H", "H", "H", "H", "H", "H", "O", "H", "H", "O", "H", "H"], "coordinates": [[-0.5015, -0.2378, -1.0033], [-0.1938, 0.0006, 0.5743], [-0.9189, 1.2883, 1.1027], [-0.3711, -1.1425, 1.3884], [-0.0526, -1.1719, -1.2326], [-1.7076, -0.3871, -0.9441], [-0.1613, 0.5818, -1.6803], [0.8114, 0.3658, 0.6863], [-1.0491, 2.0622, 0.4009], [-1.9122, 1.0340, 1.6295], [-0.1661, 1.6164, 1.7916], [0.0067, -1.8679, 0.9935], [3.1520, 0.2195, -5.1800], [3.7949, 0.8936, -4.7930], [3.8863, -0.4065, -5.6416], [-1.6477, -1.3500, 4.0060], [-1.1422, -0.9842, 3.3367], [-1.8270, -0.5142, 4.5649]], "mulliken_charge": [-1.106, 0.447, -1.249, -0.455, 0.383, 0.251, 0.331, 0.182, 0.387, 0.260, 0.346, 0.239, -0.661, 0.327, 0.334, -0.635, 0.300, 0.317], "homo_ev": -10.33}

[8]
{"formula": "C24H28AlI2N4OSSi", "method": "ωB97M-V/def2-TZVPD", "elements": ["Al", "I", "C", "C", "C", "I", "C", "O", "C", "C", "N", "C", "C", "C", "C", "C", "C", "N", "C", "H", "H", "H", "H", "H", "H", "H", "H", "H", "H", "H", "C", "Si", "C", "C", "C", "C", "C", "C", "C", "H", "H", "H", "H", "H", "H", "H", "H", "H", "H", "H", "S", "C", "N", "C", "C", "N", "H", "H", "H", "H", "H", "H"], "coordinates": [[-1.2257, -0.3147, 0.3792], [-1.1308, -4.1643, -6.1927], [-1.4213, -3.2892, -4.2902], [-2.0770, -3.9913, -3.2921], [-2.1883, -3.4275, -2.0376], [-3.1343, -4.4443, -0.4519], [-1.6432, -2.1746, -1.7617], [-1.6778, -1.6670, -0.5357], [-1.0180, -1.4597, -2.7910], [-0.3562, -0.1320, -2.5025], [-1.0768, 0.7171, -1.5412], [-2.3702, 1.1579, -2.0599], [-3.4339, 1.0733, -1.0046], [-4.7485, 1.4173, -1.2950], [-5.7142, 1.2841, -0.3152], [-5.3338, 0.7874, 0.9271], [-4.0070, 0.4619, 1.1355], [-3.0730, 0.6149, 0.1929], [-0.9101, -2.0232, -4.0530], [-2.4725, -4.9758, -3.4787], [-0.2178, 0.4005, -3.4516], [0.6304, -0.3357, -2.0703], [-0.4985, 1.5398, -1.3487], [-2.6705, 0.4971, -2.8798], [-2.3296, 2.1801, -2.4531], [-5.0012, 1.7685, -2.2820], [-6.7424, 1.5458, -0.5168], [-6.0657, 0.6305, 1.7029], [-3.6620, 0.0442, 2.0740], [-0.4082, -1.4807, -4.8426], [0.1688, -3.0807, 1.9614], [0.2241, -1.1719, 2.1275], [-0.1505, -0.6601, 3.9345], [2.0000, -0.6616, 1.6117], [2.4363, -0.8911, 0.3091], [3.7404, -0.6317, -0.0723], [4.6422, -0.1355, 0.8563], [4.2154, 0.1385, 2.1456], [2.9054, -0.1160, 2.5130], [0.8863, -3.5818, 2.6069], [0.3960, -3.3630, 0.9372], [-0.8212, -3.4639, 2.1917], [0.5322, -1.1345, 4.6346], [-1.1589, -0.9518, 4.2139], [-0.0783, 0.4142, 4.0706], [1.7404, -1.3108, -0.4121], [4.0696, -0.8378, -1.0821], [5.6746, 0.0213, 0.5795], [4.9124, 0.5269, 2.8736], [2.5831, 0.0986, 3.5214], [0.2499, 2.2805, 0.8546], [1.8415, 2.7775, 0.9181], [2.4377, 3.3317, 1.9787], [3.8025, 3.7419, 1.7094], [4.0250, 3.2448, 0.2685], [2.7102, 2.7547, -0.1038], [1.9497, 3.5859, 2.8187], [4.4928, 3.2743, 2.4159], [3.9037, 4.8290, 1.7875], [4.7623, 2.4381, 0.2225], [4.3372, 4.0485, -0.4037], [2.5473, 2.2452, -0.9519]], "mulliken_charge": [-0.344, 0.077, -0.526, -0.141, -0.204, 0.027, 0.517, -0.068, 1.035, -1.199, 0.040, -0.774, 0.617, -0.914, -0.304, -0.839, -0.364, 0.386, -0.962, 0.400, 0.474, 0.324, 0.295, 0.383, 0.502, 0.507, 0.435, 0.441, 0.612, 0.470, -1.148, 0.163, -1.217, 0.091, -0.054, -0.753, -0.766, -0.465, -0.462, 0.392, 0.304, 0.342, 0.391, 0.381, 0.329, 0.500, 0.455, 0.456, 0.540, 0.390, -0.470, 0.042, -0.049, -0.444, -0.364, 0.025, 0.205, 0.294, 0.325, 0.110, 0.346, 0.206], "homo_ev": -10.39, "charge": 1}